The following is a DFT calculation (wB97M-V/def2-TZVPD) of a cluster of 16 separate species, C54H134B3F20N15O30S8 in total in a non-equilibrium geometry.

Geometry as XYZ:
```
264
Properties=species:S:1:pos:R:3:lowdin_charge:R:1
S -21.19853 -14.34773 -0.78688 0.418
S -9.80561 -26.16962 8.85832 0.394
S -17.60020 -20.24174 14.61868 0.360
S -11.99216 -25.44361 8.90573 0.560
S -10.44557 -17.63818 9.55765 0.353
S -20.57063 -14.91521 1.30941 0.602
S -18.16521 -22.44398 14.12912 0.617
S -12.65542 -17.31189 10.14417 0.600
F -9.53907 -21.47598 -3.74271 0.154
F -8.77004 -21.98433 -1.71436 0.078
F -13.21334 -14.63533 -0.56371 0.107
F -22.40629 -14.38914 -1.88062 -0.249
F -13.37390 -26.13056 9.34142 -0.227
F -13.58147 -12.61767 -1.57030 0.111
F -13.41324 -16.65029 11.47927 -0.262
F -8.59219 -19.84908 -2.53043 0.064
F -16.91425 -25.02506 3.15076 0.159
F -15.25705 -13.87409 -0.82766 0.125
F -8.88147 -27.51119 8.53787 -0.265
F -18.31819 -25.71297 1.51130 0.051
F -9.00043 -16.98984 9.79050 -0.226
F -13.98768 -12.87261 0.58921 0.159
F -16.86028 -23.96713 1.31741 0.129
F -7.32457 -21.65114 -3.28533 0.094
F -18.61602 -23.64188 2.63512 0.060
F -17.85007 -19.04036 15.62417 -0.225
F -21.35288 -15.43912 2.68699 -0.287
F -19.64106 -23.02989 14.38057 -0.248
O -20.99329 -12.92107 -0.69147 -0.283
O -20.11135 -13.60010 1.82772 -0.293
O -22.03573 -8.17512 14.11284 -0.185
O -21.43931 -28.17962 5.72489 -0.214
O -22.42212 -28.70849 11.83516 -0.209
O -10.23866 -19.03467 9.88933 -0.279
O -19.39109 -11.35620 10.52688 -0.200
O -19.60779 -16.01118 1.16483 -0.313
O -20.22754 -15.21760 -1.50728 -0.331
O -11.79281 -24.58053 10.05742 -0.255
O -9.44769 -25.22677 7.80365 -0.309
O -18.20283 -22.10190 12.69787 -0.312
O -9.25676 -25.79137 10.15072 -0.302
O -13.08699 -18.68478 10.41038 -0.273
O -16.18681 -20.43028 14.82698 -0.281
O -16.07492 -13.41102 -6.93482 -0.199
O -14.95955 -30.83916 2.87346 -0.212
O -12.54334 -28.41261 2.59330 -0.239
O -7.88833 -9.24988 10.17430 -0.195
O -12.33043 -24.86267 7.61434 -0.312
O -23.56031 -22.45801 -1.18242 -0.197
O -24.64892 -25.86827 10.48222 -0.220
O -24.79100 -19.44912 3.08059 -0.144
O -10.72789 -17.36466 8.17143 -0.309
O -13.31549 -16.62795 9.03399 -0.326
O -10.82155 -10.83845 8.20660 -0.195
O -15.71389 -17.44375 -3.56246 -0.175
O -17.36962 -23.64184 14.48026 -0.309
O -18.11340 -19.50586 13.43407 -0.346
O -21.86736 -30.81391 0.88779 -0.180
N -3.26839 -21.30597 2.23075 -0.043
N -22.49427 -29.92618 3.56997 0.068
N -24.29371 -28.74114 9.80641 0.070
N -14.25336 -19.30723 3.78253 -0.093
N -22.00307 -14.97136 0.37375 -0.266
N -13.12437 -29.91440 5.39243 0.089
N -16.15628 -19.46700 5.00782 -0.040
N -20.85335 -10.77700 12.93538 0.087
N -9.26337 -11.79113 10.62647 0.086
N -24.25173 -19.81477 0.06249 0.096
N -11.11917 -16.78389 10.56782 -0.278
N -11.09920 -26.89488 8.84759 -0.284
N -18.47285 -21.21478 15.28070 -0.255
N -14.97979 -15.43174 -5.23499 0.099
N -1.28146 -22.12462 1.96643 -0.101
C -17.27989 -19.98070 5.75335 -0.196
C -5.20460 -21.02227 3.87319 -0.044
C -11.61765 -28.94994 3.49252 -0.203
C -20.46381 -27.50073 6.50087 -0.086
C -21.48420 -30.49579 -0.43295 -0.082
C -14.93325 -17.93089 -4.58442 -0.253
C -3.15667 -21.80716 0.96632 0.025
C -10.51585 -10.88261 10.56338 -0.047
C -17.58766 -19.14724 6.99681 -0.050
C -24.30612 -19.60110 4.39037 -0.090
C -25.39416 -20.44138 0.89380 -0.042
C -19.57145 -12.42902 11.47831 -0.193
C -21.45363 -7.13445 14.79052 -0.120
C -25.11716 -26.35576 9.16658 -0.133
C -15.42006 -30.37942 4.16915 -0.166
C -22.59298 -28.39239 3.50302 -0.053
C -16.94527 -14.14325 -6.07532 -0.208
C -16.45542 -18.51704 -2.92922 -0.061
C -21.71284 -8.31847 12.74813 -0.200
C -2.12722 -21.51673 2.82530 -0.032
C -14.64503 -18.07402 4.09464 -0.021
C -11.42312 -11.23495 9.37916 -0.227
C -12.41922 -27.01861 2.11752 -0.006
C -22.74005 -21.97651 -0.09017 -0.168
C -8.24200 -11.61567 9.49306 -0.039
C 0.07497 -22.60959 2.33263 0.033
C -15.20700 -29.95977 1.75978 -0.069
C -14.16708 -16.75662 -5.22517 -0.034
C -1.86286 -22.28366 0.79417 -0.008
C -22.82240 -20.42747 -0.05432 -0.030
C -16.58536 -12.13412 -7.46094 -0.048
C -4.35206 -20.40964 2.73562 -0.120
C -19.82822 -11.76393 9.19673 -0.059
C -23.72228 -23.85713 -1.22509 -0.100
C -13.21035 -19.65025 2.85431 0.019
C -23.47024 -29.63646 11.98503 -0.210
C -21.55412 -27.75512 4.36522 -0.198
C -7.04656 -8.10411 10.09876 -0.076
C -16.37795 -15.51340 -5.91394 -0.073
C -11.25697 -11.47772 6.99273 -0.057
C -7.27618 -10.41710 9.72323 -0.212
C -25.36623 -27.92667 9.08483 -0.065
C -20.72709 -9.36374 12.32002 -0.061
C -24.22712 -24.52524 10.57244 -0.079
C -14.51466 -29.34201 4.90881 -0.023
C -24.68226 -29.02460 11.28129 -0.048
C -23.50890 -30.71535 2.70563 -0.043
C -21.17206 -29.08924 12.44519 -0.045
C -15.83742 -18.08722 4.80818 0.050
C -23.21904 -30.54863 1.16655 -0.206
C -25.05995 -20.58390 2.36491 -0.266
C -12.14823 -30.17894 4.23867 -0.069
C -19.73113 -11.79197 12.80772 -0.092
C -15.11792 -20.16096 4.40360 0.046
B -17.70349 -24.61163 2.16530 -1.400
B -13.97891 -13.49353 -0.59130 -1.499
B -8.56718 -21.22409 -2.85659 -1.389
H -16.45387 -30.07903 3.99862 0.120
H 0.80392 -21.81083 2.19581 0.100
H -18.82812 -11.33178 13.20885 0.146
H -22.68087 -8.66619 12.38743 0.132
H -20.84982 -9.59076 11.26101 0.128
H -24.31408 -26.11927 8.46856 0.111
H -23.09492 -22.34804 0.87115 0.103
H -15.08996 -15.02236 -4.31827 0.175
H -26.31157 -19.86292 0.78496 0.144
H 0.13012 -22.96196 3.36262 0.104
H -5.86146 -21.73952 3.38106 0.087
H -20.40395 -30.49561 -0.57840 0.103
H -25.88240 -21.17824 2.76297 0.136
H -23.46024 -28.17984 9.70462 0.157
H -6.85964 -10.27496 8.72604 0.126
H -19.93823 -11.00516 8.42197 0.095
H -12.41614 -10.79789 9.48401 0.138
H -12.64579 -29.27253 6.00812 0.168
H -24.98394 -19.97822 5.15617 0.092
H -10.74949 -29.31452 2.94346 0.137
H -23.61874 -28.19571 3.81484 0.141
H -24.47366 -19.77410 -0.92199 0.163
H -19.68570 -26.97752 5.94508 0.101
H -12.85775 -18.83688 2.22012 0.116
H -23.31944 -20.05873 4.46201 0.096
H -24.54138 -24.33218 -1.76499 0.094
H -4.64834 -21.33512 4.75681 0.080
H -15.73651 -11.45348 -7.52639 0.087
H -13.25266 -16.56449 -4.66389 0.140
H -17.26186 -11.55469 -6.83269 0.090
H -20.01567 -12.52396 13.56358 0.145
H -16.52389 -17.33859 5.17520 0.127
H -23.80825 -24.15071 -0.17890 0.076
H -16.90014 -19.30366 -3.53878 0.088
H -15.03168 -21.23746 4.41368 0.168
H -17.98224 -18.20104 6.62651 0.073
H -21.89366 -29.55883 -0.81049 0.092
H -20.52868 -27.85234 4.00866 0.142
H -16.17936 -16.08795 -6.81868 0.137
H -24.14232 -18.60399 4.79908 0.099
H -21.02589 -10.77384 13.93052 0.167
H -22.44971 -28.15745 2.44833 0.140
H 0.44311 -23.33780 1.60994 0.100
H -5.88966 -20.25463 4.23308 0.086
H -12.36396 -20.12930 3.34648 0.109
H -20.43662 -6.85707 14.51330 0.095
H -10.79066 -10.93808 6.16845 0.097
H -22.68591 -30.28002 4.49635 0.159
H -12.37540 -26.36501 2.98870 0.093
H -6.36662 -8.19469 10.94586 0.094
H -6.46125 -7.93269 9.19536 0.096
H -3.78337 -19.52219 3.01336 0.129
H -7.64966 -12.52859 9.55495 0.134
H -22.38916 -19.98696 -0.95230 0.145
H -17.92969 -14.27091 -6.52556 0.135
H -11.33729 -28.18976 4.22164 0.137
H -4.97659 -20.24902 1.85682 0.133
H -13.91698 -17.01757 -6.25350 0.132
H -17.20727 -18.09477 -2.26250 0.096
H -13.22973 -30.72513 5.98550 0.167
H -20.80107 -12.24505 9.29766 0.081
H -18.68840 -13.06795 11.46852 0.147
H -10.21553 -9.83502 10.58483 0.127
H -25.09140 -23.86911 10.46940 0.098
H -21.88530 -31.21822 -1.14379 0.095
H -12.63925 -30.88312 3.56700 0.127
H -16.98548 -20.96692 6.11222 0.129
H -21.22203 -29.20459 13.52792 0.103
H -23.62230 -29.79794 13.05222 0.141
H -20.80422 -26.79747 7.26091 0.089
H -24.23631 -21.28826 2.48145 0.113
H -7.64928 -7.20323 10.21381 0.096
H -23.85503 -31.23994 0.61365 0.139
H -16.60237 -19.12403 7.46239 0.097
H -25.46755 -21.46299 0.52094 0.127
H -3.98674 -21.83475 0.27596 0.149
H -20.40091 -28.39195 12.11773 0.101
H -9.64109 -12.72706 10.58801 0.166
H -23.40693 -24.27739 9.89868 0.093
H -23.12663 -31.70378 2.96053 0.129
H -16.94105 -16.18812 -5.26914 0.130
H -21.69021 -22.25994 -0.16507 0.145
H -14.26215 -28.42969 4.36845 0.125
H -18.13905 -19.63811 7.79875 0.088
H -13.60144 -20.43993 2.21278 0.106
H -23.49671 -29.52588 0.91163 0.117
H -1.81254 -21.32463 3.84042 0.174
H -14.95126 -28.95406 2.09332 0.071
H -21.74445 -26.68511 4.44861 0.143
H -19.67616 -9.11218 12.46268 0.139
H -14.70931 -30.20017 0.82029 0.102
H -22.10537 -6.27508 14.63299 0.099
H -10.89081 -11.22614 11.52748 0.135
H -16.27469 -29.87452 1.55764 0.080
H -14.99086 -29.07648 5.85266 0.128
H -15.62768 -31.23980 4.80534 0.120
H -24.12503 -29.62094 9.33994 0.168
H -11.57655 -12.31341 9.41780 0.134
H -12.33164 -11.37754 6.84061 0.092
H -24.96385 -28.05090 11.68215 0.132
H -14.46978 -14.70462 -5.71593 0.158
H -21.69958 -11.19383 12.57447 0.176
H -22.79921 -24.28051 -1.62106 0.095
H -25.57103 -29.65459 11.24535 0.139
H -24.55830 -30.69880 2.99989 0.139
H -20.87784 -30.01180 11.94477 0.086
H -25.45445 -28.32955 8.07587 0.126
H -24.14151 -18.83715 0.29103 0.173
H -6.33614 -10.56436 10.25495 0.130
H -21.44375 -7.43358 15.83862 0.099
H -26.01327 -25.85180 8.80449 0.127
H -11.38729 -30.71520 4.80567 0.137
H -13.37619 -26.79988 1.64373 0.091
H -18.07335 -20.14678 5.02470 0.128
H -17.01309 -12.34322 -8.44147 0.088
H -1.25032 -22.67722 -0.00349 0.147
H -22.32512 -20.12011 0.86565 0.139
H -17.09730 -13.64477 -5.11797 0.145
H -23.22029 -30.60942 11.56197 0.126
H -15.82081 -19.07411 -2.23999 0.090
H -19.93457 -28.31512 6.99561 0.092
H -14.16018 -17.20375 3.67755 0.148
H -8.81491 -11.78101 11.53139 0.175
H -11.07339 -12.54399 6.86057 0.097
H -19.15012 -12.51776 8.79669 0.095
H -14.25858 -18.72691 -4.26933 0.141
H -15.59042 -18.39805 -5.31788 0.118
H -8.72755 -11.73420 8.52440 0.127
H -11.56120 -26.95625 1.44819 0.097
H -23.76388 -24.54009 11.55898 0.108
H -26.29142 -28.12140 9.62721 0.123
H -21.56306 -30.30652 3.47895 0.173
H -21.59390 -7.31698 12.33463 0.147
H -20.40243 -13.10419 11.27407 0.131
```

Values from the calculation:
**HOMO energy**: -9.316 eV
**Charge**: +2